The following is a quantum chemistry calculation of a 2-piece molecular cluster, C12H22ClN2O3 overall in a non-equilibrium geometry, from the Open Molecules 2025 dataset.

The geometry in XYZ format:
```
40
Properties=species:S:1:pos:R:3
O 5.42 -0.21 -1.44
C 4.36 -0.50 -0.97
Cl 4.21 -1.18 0.66
C 3.02 -0.38 -1.67
C 2.29 0.86 -1.14
C 2.68 2.08 -2.02
C 1.79 3.30 -1.76
N 1.10 3.20 -0.43
C 0.25 1.95 -0.25
C 0.76 0.79 -1.12
C 0.14 -0.48 -0.54
O -1.26 -0.53 -0.84
O -1.39 -1.16 -2.11
H 3.24 -0.29 -2.73
H 2.46 -1.30 -1.50
H 2.63 1.05 -0.12
H 2.52 1.78 -3.05
H 3.73 2.32 -1.90
H 2.37 4.23 -1.74
H 1.01 3.42 -2.51
H 0.52 4.03 -0.31
H 1.79 3.23 0.32
H 0.35 1.67 0.79
H -0.79 2.20 -0.45
H 0.38 0.92 -2.14
H 0.19 -0.48 0.55
H 0.59 -1.39 -0.90
H -1.60 -0.42 -2.70
C -3.93 -3.31 3.68
C -4.29 -2.09 2.85
C -3.40 -1.93 1.61
C -2.00 -1.69 1.97
N -0.90 -1.55 2.25
H -2.91 -3.23 4.08
H -4.60 -3.41 4.53
H -3.99 -4.22 3.09
H -4.23 -1.19 3.46
H -5.32 -2.17 2.50
H -3.73 -1.10 0.99
H -3.44 -2.83 0.99
```

## Properties
E_LUMO = -3.4049 eV
HOMO-LUMO gap = 10.13 eV
E_HOMO = -13.53 eV
Net charge = +1
Relative energy (zero: lowest compared OMol25 entry of this formula, charge and spin) = 0.0 kJ/mol
Strongest force on any atom = 0.0205 Eh/bohr

Here are the Mulliken charges for atoms 1 to 4, given in e:
1 O -0.428
2 C 0.390
3 Cl -0.166
4 C -0.653

=====

The following is a quantum chemistry calculation of C12H22I2InN2O3PrS3 as an isolated structure in a non-equilibrium geometry, from the Open Molecules 2025 dataset.

The geometry in XYZ format:
```
46
Properties=species:S:1:pos:R:3
I 3.48 0.58 -1.96
I 2.27 -1.04 -4.00
In -0.99 -1.59 -2.04
Pr 0.10 0.19 0.63
S -0.03 0.88 -1.96
S 1.28 -1.82 -0.72
C -0.78 2.65 1.28
C -1.37 2.23 -2.28
C 1.34 -3.26 0.62
C -1.73 2.02 -3.73
C -2.57 2.14 -1.38
C -0.56 3.49 -2.03
C 1.45 -4.49 -0.25
C 0.14 -3.31 1.53
C 2.59 -2.91 1.38
C -3.35 -0.91 -2.65
C -1.96 -3.79 -1.10
O -1.03 3.70 1.73
O -4.40 -0.87 -3.16
O -2.42 -4.81 -1.02
H -2.31 1.11 -3.87
H -0.85 1.97 -4.37
H -2.36 2.84 -4.10
H -3.14 1.21 -1.51
H -3.23 2.98 -1.65
H -2.34 2.28 -0.32
H -0.33 3.59 -0.96
H -1.12 4.38 -2.31
H 0.38 3.49 -2.59
H 1.67 -5.39 0.32
H 2.23 -4.43 -1.01
H 0.52 -4.71 -0.77
H 0.31 -4.16 2.19
H -0.81 -3.50 1.04
H 0.03 -2.46 2.21
H 2.88 -3.72 2.05
H 2.45 -2.04 2.03
H 3.45 -2.70 0.74
N 0.36 2.35 4.91
C 1.38 2.24 3.99
N 2.21 3.32 3.81
S 1.52 0.87 2.87
H 0.57 2.78 5.82
H -0.35 1.62 4.90
H 2.85 3.21 3.02
H 2.59 3.79 4.64
```

## Properties
E_LUMO (alpha / beta) = -15.5233 / -15.5253 eV
HOMO-LUMO gap (alpha / beta) = 4.57 / 4.57 eV
E_HOMO (alpha / beta) = -20.09 / -20.09 eV
Net charge = +4
Strongest force on any atom = 0.1208 Eh/bohr
Spin multiplicity = 3

Here are the Mulliken charges for atoms 1 to 4, given in e:
1 I 0.139
2 I 0.141
3 In 1.197
4 Pr 0.926

=====

The following is a quantum chemistry calculation of a 2-piece molecular cluster, C12H22N2OS overall in a non-equilibrium geometry, from the Open Molecules 2025 dataset.

The geometry in XYZ format:
```
38
Properties=species:S:1:pos:R:3
C -1.26 -2.91 0.82
O 0.08 -3.10 0.30
C 0.27 -2.29 -0.91
C 1.53 -2.85 -1.71
C 2.71 -3.07 -0.65
N 3.59 -3.33 0.10
C 1.29 -4.24 -2.49
S 1.43 -5.65 -1.25
C -0.13 -4.25 -3.25
N -1.15 -4.48 -3.83
H -1.25 -2.76 1.96
H -1.72 -1.94 0.37
H -1.86 -3.85 0.57
H -0.68 -2.17 -1.53
H 0.58 -1.24 -0.51
H 1.88 -2.02 -2.42
H 2.09 -4.36 -3.31
H 0.14 -5.85 -0.74
C -0.44 0.80 1.95
C -0.75 1.49 0.63
C 0.35 2.45 0.18
C 0.61 3.63 1.13
C -0.61 4.52 1.41
C -1.15 5.21 0.16
H -0.35 1.51 2.77
H -1.25 0.10 2.21
H 0.49 0.23 1.87
H -1.71 2.02 0.71
H -0.89 0.73 -0.15
H 0.10 2.83 -0.82
H 1.28 1.89 0.06
H 1.41 4.25 0.70
H 1.00 3.26 2.08
H -0.31 5.29 2.13
H -1.40 3.94 1.88
H -0.38 5.83 -0.30
H -1.99 5.85 0.42
H -1.50 4.48 -0.58
```

## Properties
E_LUMO = 0.3433 eV
HOMO-LUMO gap = 10.00 eV
E_HOMO = -9.66 eV
Relative energy (zero: lowest compared OMol25 entry of this formula, charge and spin) = 412.9 kJ/mol
Strongest force on any atom = 0.1059 Eh/bohr
SMILES = COC[C@@H](C#N)[C@@H](S)C#N.CCCCCC

Here are the Mulliken charges for atoms 1 to 4, given in e:
1 C -0.630
2 O -0.290
3 C -0.271
4 C 0.171

=====

The following is a quantum chemistry calculation of C12H22N3O5PV as an isolated structure in a non-equilibrium geometry, from the Open Molecules 2025 dataset.

The geometry in XYZ format:
```
44
Properties=species:S:1:pos:R:3
V 0.08 -2.02 -1.51
C 1.59 -2.63 -0.61
O 2.51 -2.95 0.03
C -0.48 -3.12 -3.05
O -0.80 -3.70 -4.02
C 0.05 -0.41 -2.80
O 0.09 0.45 -3.61
C -1.69 -2.41 -0.70
O -2.71 -2.82 -0.35
C -3.58 0.14 -2.67
H -3.91 -0.10 -1.70
H -2.89 0.95 -2.69
C -3.53 -0.80 -3.63
H -2.76 -0.72 -4.35
H -3.72 -1.80 -3.34
C 0.73 -1.45 2.50
N -0.13 -0.70 1.62
C -1.54 -0.67 2.02
P 0.32 0.50 0.54
O -0.63 0.38 -0.66
N 0.02 1.94 1.34
C -0.29 3.20 0.64
C 0.60 2.22 2.64
N 1.88 0.36 0.04
C 2.33 1.35 -0.99
C 3.00 -0.06 0.87
H 0.08 -1.97 3.20
H 1.39 -0.81 3.06
H 1.29 -2.19 1.95
H -1.68 0.04 2.86
H -2.22 -0.38 1.19
H -1.82 -1.68 2.35
H -0.82 3.84 1.37
H 0.64 3.74 0.37
H -0.92 3.06 -0.25
H 0.15 3.15 2.99
H 0.38 1.43 3.37
H 1.69 2.39 2.58
H 2.70 2.27 -0.51
H 3.17 0.89 -1.54
H 1.54 1.60 -1.71
H 3.01 -1.14 0.95
H 3.92 0.22 0.36
H 3.00 0.41 1.85
```

## Properties
E_LUMO (alpha / beta) = -10.3035 / -10.0310 eV
HOMO-LUMO gap (alpha / beta) = 4.90 / 5.18 eV
E_HOMO (alpha / beta) = -15.21 / -15.21 eV
Net charge = +2
Strongest force on any atom = 0.1896 Eh/bohr
Spin multiplicity = 4

Here are the Mulliken charges for atoms 1 to 4, given in e:
1 V -0.219
2 C 0.524
3 O -0.214
4 C 0.597

=====

The following is a quantum chemistry calculation of a 2-piece molecular cluster, C12H22NO9P overall in a non-equilibrium geometry, from the Open Molecules 2025 dataset.

The geometry in XYZ format:
```
45
Properties=species:S:1:pos:R:3
C 0.10 0.74 0.05
C -1.14 1.63 0.00
C -2.05 1.37 -1.19
N -3.28 2.14 -1.00
C -3.15 3.56 -1.12
C -2.24 4.22 -2.14
O -3.82 4.24 -0.44
C -4.42 1.61 -1.72
C -5.67 1.39 -0.88
O -4.41 1.35 -2.85
C -1.42 1.23 -2.58
O -1.68 -0.07 -3.06
C -2.31 -0.78 -2.09
O -2.64 -1.85 -2.20
O -2.50 -0.01 -1.02
H -0.10 -0.29 0.33
H 0.67 0.75 -0.88
H 0.77 1.16 0.80
H -1.68 1.50 0.93
H -0.82 2.67 -0.01
H -2.56 3.91 -3.13
H -1.20 3.97 -1.96
H -2.35 5.30 -2.07
H -5.79 0.33 -0.71
H -6.50 1.84 -1.40
H -5.54 1.92 0.05
H -1.73 1.94 -3.33
H -0.34 1.33 -2.55
C 5.38 -4.59 0.75
O 5.05 -4.02 2.03
P 4.40 -2.44 2.06
O 4.59 -2.39 3.56
O 2.94 -2.98 1.61
C 2.29 -3.94 2.44
O 3.82 -0.87 1.92
C 4.11 0.05 2.96
H 5.63 -5.64 0.90
H 4.53 -4.52 0.06
H 6.24 -4.08 0.32
H 2.68 -3.94 3.45
H 2.41 -4.94 2.00
H 1.23 -3.70 2.46
H 5.17 0.06 3.21
H 3.52 -0.20 3.84
H 3.82 1.04 2.61
```

## Properties
E_LUMO = -2.1738 eV
HOMO-LUMO gap = 7.73 eV
E_HOMO = -9.90 eV
Strongest force on any atom = 0.1725 Eh/bohr
SMILES = CC[C@@]1(N(C(C)=O)C(C)=O)COC(=O)O1.COP(=O)(OC)OC

Here are the Mulliken charges for atoms 1 to 4, given in e:
1 C -1.520
2 C -0.358
3 C 0.491
4 N 0.462

=====

The following is a quantum chemistry calculation of an isolated molecule of C12H22O2, from the Open Molecules 2025 dataset.

The geometry in XYZ format:
```
36
Properties=species:S:1:pos:R:3
C -4.80 -1.13 0.57
C -4.11 -0.28 -0.49
C -2.59 -0.39 -0.45
C -1.97 0.26 0.78
C -0.44 0.14 0.84
C 0.27 0.94 -0.27
C 1.41 1.80 0.29
C 2.58 0.95 0.78
C 3.13 0.10 -0.37
C 4.26 -0.74 0.16
O 4.15 -1.76 0.79
O 5.46 -0.21 -0.11
C 2.02 -0.79 -0.93
C 0.83 0.05 -1.38
H -5.88 -1.08 0.45
H -4.56 -0.79 1.57
H -4.50 -2.17 0.48
H -4.40 0.76 -0.36
H -4.46 -0.60 -1.48
H -2.30 -1.45 -0.48
H -2.19 0.09 -1.35
H -2.38 -0.22 1.68
H -2.25 1.31 0.81
H -0.12 0.50 1.81
H -0.18 -0.91 0.77
H -0.46 1.62 -0.71
H 1.04 2.41 1.12
H 1.77 2.47 -0.49
H 2.26 0.29 1.58
H 3.37 1.60 1.17
H 3.53 0.76 -1.15
H 6.17 -0.75 0.27
H 1.72 -1.49 -0.15
H 2.40 -1.37 -1.77
H 1.14 0.69 -2.21
H 0.04 -0.61 -1.75
```

## Properties
E_LUMO = 0.8016 eV
HOMO-LUMO gap = 11.03 eV
E_HOMO = -10.23 eV
Relative energy (zero: lowest compared OMol25 entry of this formula, charge and spin) = 0.0 kJ/mol
Strongest force on any atom = 0.0138 Eh/bohr
SMILES = CCCCC[C@H]1CC[C@@H](C(=O)O)CC1

Here are the Mulliken charges for atoms 1 to 4, given in e:
1 C -1.194
2 C -0.574
3 C -0.329
4 C -0.880

=====

Number 1: electronic energy -1265.53136 Ha. Number 2: electronic energy -3301.19949 Ha. Number 3: electronic energy -1053.25823 Ha. Number 4: electronic energy -2295.56380 Ha. Number 5: electronic energy -1543.65395 Ha. Number 6: electronic energy -620.96063 Ha.